# 1
{"formula": "C4H5ClO", "method": "ωB97M-V with the def2-TZVPD basis set", "homo_energy_ev": -9.263, "multiplicity": 1, "energy_ev": -18794.62001, "relative_energy_kcal_mol": 82.5, "species": ["C", "C", "C", "C", "O", "Cl", "H", "H", "H", "H", "H"], "xyz": [[-1.253, -2.514, 0.346], [-1.232, -1.353, -0.023], [0.749, 0.706, 0.296], [-1.092, 0.014, -0.435], [-1.068, 0.180, -1.734], [-2.350, 1.060, 0.482], [-1.505, -3.504, 0.551], [0.863, 0.540, 1.293], [0.680, 1.835, 0.219], [1.498, 0.363, -0.472], [-0.753, 0.990, -2.181]], "atomic_forces_ev_per_a": [[-0.252, 2.841, -1.041], [0.163, -1.960, 0.572], [-2.696, 1.454, -4.831], [3.482, 2.461, 3.296], [-0.507, -0.285, -2.599], [0.658, -0.514, -0.659], [0.052, -0.938, 0.355], [0.403, -1.394, 2.621], [-0.315, -1.238, -0.281], [-0.815, -0.132, 1.212], [-0.173, -0.294, 1.355]]}

***

# 2
{"formula": "C2H4O3P", "method": "ωB97M-V with the def2-TZVPD basis set", "homo_energy_ev": -3.771, "multiplicity": 1, "energy_ev": -17570.27962, "relative_energy_kcal_mol": 68.1, "charge": -1, "species": ["C", "C", "O", "O", "O", "P", "H", "H", "H", "H"], "xyz": [[0.749, -1.167, -0.546], [-1.279, 0.349, 1.125], [2.318, -0.369, -1.695], [0.364, 1.007, -2.656], [1.100, -1.508, 0.532], [1.210, 0.671, -1.475], [-2.178, -0.149, 1.520], [-0.416, -0.118, 1.891], [-1.079, 1.484, 1.166], [-0.790, -0.199, 0.138]], "atomic_forces_ev_per_a": [[-0.037, -2.709, 4.261], [4.696, -1.921, 0.474], [0.384, 0.915, -0.157], [-0.052, 0.159, 0.017], [-0.388, 0.610, -3.296], [0.940, 0.561, -1.158], [-0.046, 0.908, -0.590], [-2.120, 1.397, -1.645], [-1.032, -1.942, -0.264], [-2.346, 2.021, 2.358]]}